# 1
Molecular formula: C4H8O2
Method: DFT, ωB97M-V with the def2-TZVPD basis set

Structure (XYZ):
```
14
Properties=species:S:1:pos:R:3:forces:R:3
C -1.282266 1.009988 0.359326 0.63 1.94 -4.80
C -0.054230 0.297532 -0.179193 0.94 -2.19 1.00
C -0.439779 -1.191530 -0.374979 1.32 0.55 0.69
O 0.845161 0.857262 -1.141481 0.09 -0.75 1.05
C 1.380472 0.528146 0.226465 -3.43 -2.14 -3.16
O 2.305625 -0.431141 0.411095 0.48 -1.23 -0.55
H -0.992334 1.999565 0.597946 0.08 1.26 0.31
H -1.543909 0.539570 1.202991 -1.42 -1.77 3.03
H -2.147748 1.100954 -0.424208 1.57 -0.50 1.45
H -0.858473 -1.241535 -1.309856 -1.15 -0.33 -2.47
H -1.164497 -1.546667 0.304213 -1.14 0.21 1.03
H 0.264370 -2.017925 -0.318248 0.93 0.42 -0.16
H 1.591405 1.397039 0.666557 1.19 3.07 2.06
H 2.096198 -1.301255 -0.020632 -0.11 1.46 0.51
```
Positions in Å, forces in eV/Å.

Summary:
Charge ... 0
Lowest unoccupied orbital energy ... 0.78 eV
Orbital gap ... 10.598 eV
SMILES string ... CC1(C)O[C@@H]1O
Energy above the lowest of the compared OMol25 structures with the same formula, charge and spin ... 60.65 kcal/mol



# 2
Molecular formula: C6H12O
Method: DFT, ωB97M-V with the def2-TZVPD basis set

Structure (XYZ):
```
19
Properties=species:S:1:pos:R:3:forces:R:3
C -1.649460 2.359009 -0.318278 -0.02 0.01 0.01
C -0.813680 1.132807 -0.633474 -0.14 0.09 -0.20
O -0.112513 0.762190 0.542974 -0.01 -0.01 0.05
C 1.112817 0.156724 0.286679 0.21 0.01 -0.06
C 1.600979 -0.810544 1.309990 0.09 0.01 0.16
C 1.188550 -1.307842 -0.056303 0.03 -0.09 -0.11
C -0.060240 -2.144436 -0.204518 -0.06 -0.01 0.00
H -0.999038 3.204897 -0.074971 -0.11 -0.11 -0.03
H -2.292381 2.164540 0.545256 0.06 0.01 -0.12
H -2.282889 2.634507 -1.168087 0.11 -0.06 0.10
H -0.102306 1.349270 -1.444540 -0.08 -0.01 0.12
H -1.446627 0.296859 -0.967793 0.10 0.12 0.04
H 1.837919 0.823142 -0.187793 -0.11 -0.13 0.08
H 0.911662 -1.008225 2.127112 0.09 0.01 -0.14
H 2.650800 -0.802421 1.588116 -0.17 0.00 -0.07
H 2.003424 -1.577359 -0.726665 -0.12 0.04 0.11
H -0.409574 -2.155017 -1.243836 0.04 0.01 0.16
H 0.128364 -3.181113 0.096418 -0.04 0.15 -0.03
H -0.866434 -1.750265 0.423086 0.12 -0.06 -0.08
```
Positions in Å, forces in eV/Å.

Summary:
Charge ... 0
Lowest unoccupied orbital energy ... 1.15 eV
Orbital gap ... 10.431 eV
SMILES string ... CCO[C@H]1C[C@H]1C
Energy above the lowest of the compared OMol25 structures with the same formula, charge and spin ... 33.73 kcal/mol



# 3
Molecular formula: H2S2
Method: DFT, ωB97M-V with the def2-TZVPD basis set

Structure (XYZ):
```
4
Properties=species:S:1:pos:R:3:forces:R:3
S -1.126955 0.500288 -0.058124 0.46 -3.85 -2.01
S 0.895884 0.669127 -0.001014 0.67 0.77 -0.12
H -0.934438 -0.928489 -0.868236 -1.16 3.27 1.74
H 1.165509 -0.240927 0.927374 0.02 -0.19 0.40
```
Positions in Å, forces in eV/Å.

Summary:
Charge ... 0
Lowest unoccupied orbital energy ... 0.15 eV
Orbital gap ... 9.441 eV
SMILES string ... SS
Energy above the lowest of the compared OMol25 structures with the same formula, charge and spin ... 19.70 kcal/mol



# 4
Molecular formula: C17H33ClN3O6
Method: DFT, ωB97M-V with the def2-TZVPD basis set

Structure (XYZ):
```
60
Properties=species:S:1:pos:R:3:forces:R:3
C 3.238652 -1.609663 2.935637 0.17 0.01 0.36
C 3.298624 -0.364662 3.802334 -0.54 0.05 -0.68
O 1.961568 0.060199 4.074401 -0.01 -0.27 0.24
C 1.800822 1.432256 4.260786 -0.37 0.27 -0.39
C 1.286456 2.123601 2.953288 0.53 -0.41 0.33
O 1.407723 1.223768 1.847129 -0.01 0.58 -0.42
C 0.179916 0.820374 1.311198 0.14 -0.24 0.61
N 0.472120 0.123385 0.073935 -0.37 0.25 -0.25
C 0.393343 -1.340251 0.053342 -0.11 -0.53 0.21
C -0.939665 -1.880722 0.576766 0.52 0.24 0.18
C -2.150681 -1.107978 0.067491 -0.03 -0.51 0.28
C -3.407538 -1.945977 0.260264 -0.21 -1.95 -0.34
O -3.450953 -3.125922 -0.059909 0.02 2.38 0.70
O -4.447796 -1.311390 0.881611 0.38 -0.66 -0.41
C -5.133719 -0.378181 0.042297 -0.30 0.89 -0.15
C -4.645005 1.063040 0.203157 0.23 -0.18 -0.12
C 0.878959 0.845134 -0.941077 0.14 -0.25 -0.17
N 1.180560 0.254538 -2.158298 -0.61 1.05 -0.12
C -0.005661 0.103994 -3.061721 0.50 -0.50 0.14
C -0.130132 -1.318689 -3.629756 -0.50 0.16 0.25
C -1.538017 -1.898976 -3.487070 0.39 -0.20 -0.24
Cl 0.381505 -1.300203 -5.337182 0.17 -0.04 -0.15
C 2.414059 0.780156 -2.804337 0.77 -0.49 0.12
O 3.472808 -0.085585 -2.619905 -0.30 0.07 -0.14
O 2.788954 2.031182 -2.275420 -0.24 0.02 -0.22
C 1.636481 2.789602 -1.980824 0.18 -0.34 -0.05
N 1.014498 2.193661 -0.801694 0.89 -0.21 -0.17
H 4.106177 -2.230943 3.137300 0.12 -0.12 -0.15
H 2.354282 -2.192555 3.172410 -0.13 -0.09 0.10
H 3.225179 -1.350739 1.882683 -0.04 0.01 -0.20
H 3.829408 -0.549157 4.730933 0.06 0.06 0.22
H 3.789173 0.422409 3.231724 0.33 0.15 0.15
H 2.716924 1.930206 4.566180 0.22 -0.09 0.18
H 1.055335 1.577871 5.036392 -0.03 0.04 0.20
H 1.910240 2.982155 2.721264 -0.03 0.20 0.01
H 0.261219 2.457392 3.081939 -0.20 0.02 -0.11
H -0.326259 0.149853 2.001556 -0.05 -0.22 -0.05
H -0.477839 1.667419 1.116174 -0.03 0.18 -0.19
H 1.211389 -1.715244 0.663926 0.08 -0.05 0.12
H 0.556720 -1.710913 -0.947878 0.10 0.29 -0.26
H -0.992041 -2.924818 0.287870 -0.11 -0.14 -0.15
H -0.907031 -1.881823 1.664173 -0.22 0.00 0.15
H -2.260765 -0.175393 0.607239 -0.05 0.24 -0.07
H -2.025237 -0.909968 -0.993918 -0.15 0.11 -0.18
H -5.077918 -0.681707 -1.000833 0.06 -0.22 -0.10
H -6.181657 -0.413791 0.311554 -0.10 -0.30 0.24
H -3.973455 1.357368 -0.600275 0.13 0.04 -0.07
H -5.476364 1.758096 0.201685 -0.14 0.08 -0.01
H -4.114166 1.173095 1.143740 -0.04 0.04 0.21
H 0.107257 0.792555 -3.892556 -0.08 0.22 -0.06
H -0.899765 0.390424 -2.515797 -0.11 -0.05 0.15
H 0.565547 -1.948420 -3.091062 0.27 -0.16 -0.16
H -2.304246 -1.131569 -3.496792 -0.14 0.13 0.02
H -1.741575 -2.582522 -4.302655 -0.05 -0.10 -0.10
H -1.586091 -2.489324 -2.575953 -0.22 0.07 0.23
H 2.253469 0.828906 -3.879283 -0.36 0.07 -0.12
H 4.003696 0.224399 -1.881631 0.18 0.06 0.21
H 0.944285 2.765474 -2.816444 -0.19 0.12 -0.10
H 1.935127 3.806602 -1.776945 0.04 0.14 0.12
H 1.561127 2.427947 0.026834 -0.53 0.06 0.35
```
Positions in Å, forces in eV/Å.

Summary:
Charge ... +1
Lowest unoccupied orbital energy ... -3.13 eV
Orbital gap ... 9.445 eV
SMILES string ... CCOCCOCN(CCCC(=O)OCC)C1=[N+](C[C@@H](C)Cl)[C@H](O)OCN1
Energy above the lowest of the compared OMol25 structures with the same formula, charge and spin ... 13.38 kcal/mol



# 5
Molecular formula: C28H32AuN7SSe
Method: DFT, ωB97M-V with the def2-TZVPD basis set

Structure (XYZ):
```
70
Properties=species:S:1:pos:R:3:forces:R:3
Au -0.087527 -0.989762 -0.164520 -0.16 -0.41 -0.17
C -0.279082 -2.694882 3.936778 0.00 0.00 -0.02
C -0.050520 -2.529931 2.564370 -0.10 -0.05 -0.02
N -0.317593 -1.403755 1.941750 -0.07 0.04 0.07
C -0.828051 -0.326463 2.612162 0.08 0.10 0.02
C -1.068725 -0.414242 3.998214 -0.01 0.01 0.01
C -0.789399 -1.641482 4.641482 0.00 0.01 -0.01
C -1.553398 0.714199 4.698855 0.01 -0.01 0.01
C -1.738375 1.878861 4.017321 0.00 0.01 0.00
C -1.491203 1.983030 2.633159 0.04 0.00 0.00
C -1.066923 0.901026 1.883537 -0.02 -0.11 0.04
N -0.806948 0.849448 0.533537 0.08 0.17 0.09
C -1.013152 1.789087 -0.449705 -0.01 -0.02 -0.09
C -1.738246 2.964922 -0.379319 0.01 -0.01 0.00
C -1.847381 3.838635 -1.480536 -0.01 0.01 0.01
C -1.243241 3.580906 -2.674068 0.01 -0.01 -0.01
C -0.522521 2.373945 -2.822294 -0.01 0.02 0.01
C 0.126937 2.017278 -4.025026 0.00 0.01 0.00
C 0.801584 0.832263 -4.127335 0.01 -0.02 0.01
C 0.800808 -0.031654 -3.024365 -0.10 -0.04 -0.03
N 0.200181 0.277869 -1.897019 0.04 0.04 -0.02
C -0.438455 1.474933 -1.739098 0.06 0.08 0.04
H -0.053537 -3.640841 4.406749 0.00 0.00 0.01
H 0.336341 -3.337890 1.954798 0.01 0.00 0.00
H -0.979585 -1.728555 5.703966 -0.01 0.00 0.01
H -1.751435 0.638770 5.759174 -0.01 0.00 0.01
H -2.087572 2.760677 4.537943 -0.01 0.00 0.02
H -1.629247 2.948907 2.181390 0.01 0.00 -0.02
H -2.274222 3.232497 0.513663 -0.01 -0.03 0.01
H -2.430016 4.741396 -1.354308 0.00 0.01 -0.02
H -1.316417 4.266391 -3.507072 0.00 0.00 0.00
H 0.083689 2.701081 -4.863744 0.00 0.00 0.00
H 1.315759 0.546987 -5.033785 0.00 0.00 0.00
H 1.281937 -1.002367 -3.057314 0.01 0.00 -0.01
C 3.375568 3.878198 2.382250 0.03 -0.02 -0.01
N 4.427635 2.913334 2.051294 -0.02 -0.03 -0.02
C 5.737938 3.046542 2.359023 0.05 -0.04 -0.01
C 6.382531 1.931817 1.885673 0.01 0.07 0.04
N 5.449228 1.145986 1.301490 -0.05 -0.01 -0.01
C 5.706234 -0.150904 0.671530 0.01 0.04 0.01
C 4.230932 1.739823 1.395118 0.09 0.04 0.07
Se 2.631047 1.100562 0.769362 -0.11 0.03 -0.04
H 3.847265 4.739506 2.844716 -0.02 0.01 0.00
H 2.671016 3.422252 3.073095 -0.02 0.02 -0.01
H 2.862962 4.178472 1.472631 -0.02 0.01 0.02
H 6.127975 3.902840 2.880902 0.00 0.01 0.00
H 7.423557 1.663257 1.929742 0.00 -0.01 0.00
H 6.777079 -0.326832 0.693709 0.00 -0.02 -0.01
H 5.355472 -0.127976 -0.356301 0.00 -0.03 0.00
H 5.189698 -0.930693 1.224901 0.00 -0.01 -0.02
C -3.057825 -4.108666 -4.752644 -0.01 -0.02 0.01
C -2.451617 -2.773075 -4.347255 -0.01 0.02 -0.01
N -1.364119 -2.905574 -3.377556 0.05 -0.01 0.00
C -1.495145 -3.049728 -2.061504 -0.12 -0.09 0.06
S -0.043972 -3.254778 -1.120306 0.24 0.17 0.02
N -2.710359 -3.084136 -1.530427 0.02 0.03 -0.05
C -3.052061 -3.137349 -0.106938 0.03 -0.05 -0.02
C -3.600471 -1.811311 0.393141 -0.04 0.01 -0.01
H -3.858903 -3.955439 -5.474017 0.00 0.02 -0.01
H -3.472312 -4.645353 -3.898315 0.00 0.00 0.01
H -2.304305 -4.747382 -5.211300 0.00 0.00 -0.01
H -3.200039 -2.092016 -3.934000 -0.01 -0.01 0.00
H -2.034811 -2.259480 -5.212460 0.01 -0.04 -0.01
H -0.421084 -3.008916 -3.717892 -0.03 0.02 -0.01
H -3.493310 -3.069320 -2.167518 0.00 0.06 0.00
H -2.154280 -3.438553 0.428122 -0.02 0.03 0.01
H -3.789729 -3.930627 0.016770 0.01 0.00 0.01
H -2.871257 -1.007753 0.277826 0.01 0.00 0.00
H -3.862276 -1.889785 1.448427 0.01 -0.01 0.01
H -4.502727 -1.528225 -0.150628 -0.01 -0.01 0.00
```
Positions in Å, forces in eV/Å.

Summary:
Charge ... +2
Multiplicity ... 3
Lowest unoccupied orbital energy (alpha / beta) ... -4.73 / -8.27 eV
Orbital gap (alpha / beta) ... 6.959 / 3.373 eV
Expectation value of S² ... 2.0226



# 6
Molecular formula: C2N4O3
Method: DFT, ωB97M-V with the def2-TZVPD basis set

Structure (XYZ):
```
9
Properties=species:S:1:pos:R:3:forces:R:3
C 0.338888 0.683311 0.349320 0.63 0.52 0.24
C 1.470499 -0.934231 -1.085796 0.70 0.18 -0.04
N 1.551795 0.746168 0.430426 1.46 -1.35 -0.34
N 2.249840 -0.302715 -0.397618 0.38 1.93 1.87
N -0.810081 0.884892 0.048075 -1.15 0.65 -1.47
N -1.885754 0.260723 0.692545 0.31 -0.17 1.52
O -2.506061 -0.536487 0.087202 -0.64 -0.93 -1.52
O -2.068314 0.609567 1.817246 -0.24 0.64 1.19
O 0.818250 -1.549122 -1.777321 -1.45 -1.48 -1.45
```
Positions in Å, forces in eV/Å.

Summary:
Charge ... 0
Lowest unoccupied orbital energy ... -0.61 eV
Orbital gap ... 10.378 eV
Energy above the lowest of the compared OMol25 structures with the same formula, charge and spin ... 0.00 kcal/mol



Number 1: molecular weight 88.11 g mol⁻¹. Number 2: molecular weight 100.16 g mol⁻¹. Number 3: molecular weight 66.15 g mol⁻¹. Number 4: molecular weight 410.92 g mol⁻¹. Number 5: molecular weight 774.61 g mol⁻¹. Number 6: molecular weight 128.05 g mol⁻¹.